No. 1
2 unconnected molecules or ions with the total composition C5H12NO, computed with ωB97M-V/def2-TZVPD.

Structure (XYZ):
```
19
Properties=species:S:1:pos:R:3:forces:R:3
C 0.3414 -0.5888 -2.0320 1.5 0.5 1.2
C -0.1833 0.5449 -1.7837 -0.7 -0.3 -0.6
C -0.7112 -1.3233 1.1289 -1.3 -1.9 -0.8
C 1.6421 -0.6934 1.6556 0.7 0.5 0.7
C -0.9113 1.7808 -1.6067 -0.2 0.1 0.6
N 0.3926 -0.4604 0.9221 0.9 1.2 0.7
O -0.9458 2.2460 -0.2847 -0.3 -0.3 0.2
H -0.2356 -1.4889 -1.7287 0.0 0.4 -0.4
H 1.4825 -0.7323 -2.0741 -1.7 0.3 -0.3
H -0.8382 -1.9069 0.1257 -0.5 0.5 1.8
H -0.5715 -2.0623 1.9268 0.5 -0.1 -0.3
H -1.6773 -0.8815 1.4723 0.7 0.2 -0.8
H 2.1706 -1.6563 1.4867 -0.4 0.6 -0.8
H 2.2492 0.2095 1.3741 0.1 -1.2 0.4
H 1.5668 -0.7131 2.7666 -0.4 0.4 -0.4
H -1.9374 1.7002 -2.0617 0.8 -0.3 0.0
H -0.3844 2.5548 -2.1637 0.3 -0.1 -1.0
H 0.1587 0.5143 1.1057 -0.2 -0.4 -0.1
H -1.6077 2.9567 -0.2291 0.3 -0.3 0.1
```
Forces are in eV/Å.

Values from the calculation:
E_LUMO (alpha / beta) = -0.2470 / -0.2470 Ha
net charge = +1

natural (NBO) atomic charge list, values in e, 2 entries: -0.467, 0.561

***

No. 2
4 unconnected molecules or ions with the total composition C5H12NO, computed with ωB97M-V/def2-TZVPD.

Structure (XYZ):
```
19
Properties=species:S:1:pos:R:3:forces:R:3
O -2.5381 -0.4336 1.2365 -5.7 -5.7 -0.9
C -3.5095 -1.3799 0.9775 4.5 3.9 2.7
C -4.3765 -1.1612 -0.3396 2.4 -1.0 -5.2
C -4.0593 0.1362 -1.0764 2.5 2.3 3.5
C -4.5269 1.5134 -0.4512 1.1 0.3 -0.3
C -4.0187 1.6168 1.1193 -2.3 2.5 -2.3
N -3.2531 -2.0836 -0.5234 -0.9 5.5 -0.2
H -4.0782 -2.1029 1.6979 1.6 1.6 -0.8
H -5.3887 -1.6528 -0.3915 0.7 1.0 1.0
H -2.6607 0.5293 -1.0134 -3.2 -2.0 0.5
H -3.7917 0.5597 -2.0242 -0.9 -2.0 -1.9
H -5.5920 1.8445 -0.4508 0.6 -0.9 -0.1
H -4.0324 2.1076 -1.3645 -0.9 0.2 3.1
H -3.0018 1.6326 1.4164 1.3 -0.6 0.0
H -4.2779 2.6830 1.3635 0.0 -0.6 -0.2
H -4.6637 1.0244 1.7541 0.1 -0.3 0.1
H -3.2473 -2.8999 -0.0421 -0.9 -4.3 1.1
H 33.6620 -1.3379 -0.6381 -1.4 3.4 -2.8
H 33.3547 -0.5957 -1.2500 1.4 -3.4 2.8
```
Forces are in eV/Å.

Values from the calculation:
E_LUMO = -0.3288 Ha
net charge = +1

natural (NBO) atomic charge list, values in e, 2 entries: -0.206, 0.241

***

Calculated energy relative to the best compared isomer or geometry (same formula, charge and spin) in order - 512.13; 1213.29 kJ/mol